(1)
A 2-piece molecular cluster, CH4NO3 overall in a non-equilibrium geometry, computed with ωB97M-V/def2-TZVPD.

Geometry as XYZ:
```
9
Properties=species:S:1:pos:R:3:lowdin_charge:R:1
H -0.81423 1.28709 0.89468 0.005
C 0.90557 -0.33745 -0.40983 -0.866
O -1.44216 1.79753 1.40807 -0.065
O 1.58764 -0.45731 0.60463 -0.085
N 0.25459 -1.60972 -0.88842 0.047
H -0.95724 2.57851 1.65892 0.017
H -0.09615 -1.48090 -1.82326 0.027
H 0.00220 -2.40993 -0.34341 0.024
O 0.55977 0.63220 -1.10137 -0.103
```

## Properties
- Kohn-Sham gap: 8.3 eV
- Calculated total energy: -8736.35664 eV
- HOMO level: -4.058 eV
- E_LUMO: 4.27 eV
- 2S+1: 1
- Total charge: -1
- Energy above the lowest of the compared OMol25 structures with the same formula, charge and spin: 0.5861 eV

(2)
C28H37Cl2CrN6O10PS as an isolated structure, computed with ωB97M-V/def2-TZVPD.

Geometry as XYZ:
```
86
Properties=species:S:1:pos:R:3:lowdin_spin:R:1
O -1.94035 -1.88131 0.82951 0.001
C -1.75687 3.54548 0.32772 -0.036
H -1.87406 -1.97924 -1.49691 0.000
C 5.13154 3.43419 -0.81062 0.000
H 1.13838 -2.09681 1.36184 0.000
H 1.44411 -1.88554 2.98454 0.000
H 5.70885 0.90298 2.04646 0.000
C -2.20353 2.86850 1.48700 -0.021
H -1.40258 4.12711 3.03776 0.000
H -3.66892 -3.94468 1.79822 0.000
N -2.60607 -4.00289 -3.08761 0.000
C 0.21765 -1.87181 -1.94611 -0.001
H 2.27875 -2.06506 -2.53019 0.000
H -0.35582 4.95397 1.12891 -0.001
H -4.31535 1.11931 2.52184 -0.001
Cr -0.71580 1.56705 0.44089 3.032
N 3.40863 1.99418 -1.75325 0.000
H -4.33154 0.82195 -1.60627 -0.003
H -3.29168 -4.81073 -0.40665 0.000
C -3.45089 0.67030 2.02739 0.001
N 0.70257 -1.95181 2.28708 0.001
C -1.07161 -2.35719 -2.11324 0.001
O 3.16301 -3.31480 -4.37722 0.000
C 4.58198 1.34924 0.28094 0.001
H -2.42454 -5.05840 2.42486 0.000
H -3.22050 -6.18360 0.53684 0.000
C 6.09758 3.68223 0.15431 0.000
H 0.29672 -0.98902 2.22212 0.000
H -2.74255 0.37346 2.80343 0.000
H -3.76628 -0.23266 1.51236 0.000
H -0.95117 3.67105 -2.36424 0.000
H -0.52790 5.03061 -0.62122 0.000
C -1.86408 3.08821 -2.24049 0.003
C 0.66067 1.58444 2.91041 0.008
O 1.85235 -4.81869 -5.19676 0.000
H -3.13868 3.80281 3.14737 -0.001
H -1.97943 2.56086 3.60217 0.000
O 0.07439 0.75167 2.11299 0.028
C 4.38700 2.26972 -0.73777 0.000
C -2.71086 -4.41390 1.59460 0.000
C -0.31266 -2.98436 2.64131 0.000
H 3.96833 0.45685 0.31270 0.000
H 1.59257 1.76193 4.84464 0.000
H 0.33411 1.52360 -2.43290 0.001
O 0.73167 2.78775 2.77536 0.018
H 4.95001 4.14102 -1.61017 0.000
H -1.79352 2.19059 -2.85811 0.000
C -2.16755 3.36926 2.89443 -0.001
C 0.98583 -3.36433 -3.63759 0.000
H 7.05296 2.96720 1.93290 0.000
N -2.80183 -5.27433 0.36902 0.000
O -0.39411 0.07119 -0.79976 0.031
Cl 0.22959 -0.14651 4.99329 0.001
C -0.27464 -3.89231 -3.82260 0.000
C -2.10775 2.74270 -0.80475 -0.020
C 6.30108 2.77153 1.18000 0.000
H -1.80470 5.67232 0.41652 -0.002
C -3.36723 0.51259 -1.19660 -0.005
H 0.19824 -3.90951 2.90078 0.000
C -1.27668 -3.37572 -3.02073 0.000
H -2.70372 0.29833 -2.03389 -0.001
P -1.36131 -3.20832 1.14911 0.000
H 1.72156 1.15793 -3.38816 0.000
Cl 2.83663 0.15634 3.68439 0.000
H -1.80419 -5.32347 0.04697 0.000
C 1.32590 0.97436 4.15167 -0.001
N 1.32244 1.62486 -2.58981 0.001
O -0.56277 -4.04012 0.18066 0.000
O -3.35380 -3.84383 -2.12643 0.000
H -2.68989 3.68084 -2.64038 0.000
O 1.45841 -1.00852 -0.12832 0.011
H 6.68527 4.58887 0.10597 0.000
O -2.88165 -4.66461 -4.05138 0.000
S 1.45358 2.62945 -0.10475 0.001
C -1.06945 4.87147 0.30902 -0.003
C 1.26168 -2.39394 -2.69002 0.000
C -2.83171 1.65081 1.08284 -0.023
N 2.09514 -3.88386 -4.46639 0.000
H -0.87946 -2.61664 3.49564 0.000
C 2.08670 2.01544 -1.56156 0.004
H -0.45706 -4.67720 -4.54064 0.000
H 3.75572 1.74543 -2.66792 0.000
C 0.48052 -0.85968 -0.86113 0.011
C 5.54330 1.60913 1.24356 0.000
C -2.80533 1.59395 -0.33490 -0.036
H -3.50331 -0.40966 -0.63485 0.000
```

## Properties
- Kohn-Sham gap (spin up / spin down): 7.7 / 7.8 eV
- Calculated total energy: -132638.82359 eV
- HOMO level (spin up / spin down): -10.945 / -11.027 eV
- E_LUMO (spin up / spin down): -3.21 / -3.21 eV
- 2S+1: 4
- Total charge: +1
- Energy above the lowest of the compared OMol25 structures with the same formula, charge and spin: 0.0000 eV
- ⟨S²⟩: 3.84

(3)
A 2-piece molecular cluster, C3H12NO overall, computed with ωB97M-V/def2-TZVPD.

Geometry as XYZ:
```
17
Properties=species:S:1:pos:R:3:lowdin_charge:R:1
H 2.26788 1.58318 0.14092 0.081
H -2.10460 -0.05057 -2.45974 0.153
H -2.10706 0.91990 -1.10276 0.150
H 1.23210 -0.52960 -0.54226 0.103
H -0.04103 -1.29732 2.00582 0.127
C -0.16724 -0.73966 1.08056 -0.204
N -1.57244 0.23265 -1.63523 0.294
H -1.33929 -0.60729 -0.98903 0.090
O -0.88646 -1.61436 0.15414 -0.104
H -0.69815 0.66893 -1.92491 0.140
C 1.36846 1.26039 0.65839 -0.099
H 0.52770 1.82858 0.24581 0.063
H 1.44471 1.55548 1.70342 0.086
H -0.25016 -2.28418 -0.14235 0.121
H 1.99337 -0.76926 1.00823 0.116
C 1.17431 -0.24886 0.51548 -0.234
H -0.84210 0.09198 1.28352 0.117
```

## Properties
- Kohn-Sham gap: 11.5 eV
- Calculated total energy: -6836.68190 eV
- HOMO level: -15.220 eV
- E_LUMO: -3.71 eV
- 2S+1: 1
- Total charge: +1
- Energy above the lowest of the compared OMol25 structures with the same formula, charge and spin: 0.7326 eV

(4)
A 9-piece molecular cluster, C42H54N6O6 overall in a non-equilibrium geometry, computed with ωB97M-V/def2-TZVPD.

Geometry as XYZ:
```
108
Properties=species:S:1:pos:R:3:lowdin_charge:R:1
N -9.07345 3.47966 26.08014 0.052
H -3.47020 7.43972 19.87602 0.108
H -10.88448 -3.65768 20.33757 0.079
C -10.48237 3.09798 17.42504 -0.561
C -4.64386 7.75580 16.68735 -0.078
H -9.16496 1.60077 24.13778 0.079
H -7.69596 1.55539 23.21669 0.104
H -11.53035 0.09291 16.75395 0.120
C -6.72220 3.92796 25.88291 -0.066
C -10.33788 0.23574 18.61478 -0.057
C -14.29654 2.89219 19.64349 -0.087
C -5.52463 -3.49853 20.67846 -0.069
H -6.41925 -1.85787 19.68368 0.112
C -9.41013 2.29485 22.18367 -0.543
H -9.52299 5.54020 22.24385 0.090
H -8.77323 8.35720 25.57874 0.100
H -12.00314 0.83802 22.34055 0.070
C -5.40474 -4.18046 21.87747 -0.065
H -12.34059 2.28836 20.17935 0.093
H -7.04647 7.15911 21.94702 0.092
H -9.55549 -2.42829 22.79954 0.082
H -12.26426 4.21975 17.38265 0.075
H -14.13173 2.54642 18.61158 0.112
H -16.31800 3.58170 19.33677 0.101
H -9.85748 0.77400 16.56577 0.119
H -3.43625 3.44231 20.13691 0.101
H -5.46987 0.39698 21.86789 0.087
H -8.95041 0.30763 22.96400 0.076
C -15.50911 3.93938 21.33365 -0.167
C -11.62572 -1.01625 23.31619 -0.546
H -6.00958 -4.18519 23.91756 0.104
C -9.58625 4.61857 21.69568 -0.165
C -4.17308 7.45502 19.03733 -0.146
C -13.44792 3.10857 21.86204 -0.161
C -4.32741 2.81743 20.07968 -0.163
C -10.04989 -3.21812 20.89350 -0.073
N -14.54232 3.79211 22.23747 0.061
H -7.24907 6.56063 18.41991 0.086
H -7.71618 4.95468 20.58538 0.082
N -7.03163 -1.92421 21.63419 0.063
H -8.32223 4.92267 24.82200 0.077
C -7.45046 2.19481 27.29045 -0.080
C -8.78854 1.36247 23.14720 0.038
H -11.27970 4.46966 18.77224 0.080
H -6.93727 10.24882 25.80865 0.111
H -4.38054 8.25004 15.77124 0.102
O -10.08283 1.99873 21.23123 0.075
C -6.95547 -2.57046 22.79178 -0.158
H -9.14176 5.48575 19.71596 0.076
H -9.14725 -3.83934 20.85486 0.075
H -9.61171 0.94734 19.04352 0.057
C -5.91573 7.27220 16.93332 -0.056
C -6.02185 8.80530 23.03822 -0.158
O -11.14787 -1.40255 24.30974 0.139
C -8.78871 4.72985 20.41836 -0.069
C -13.28327 2.72188 20.55733 -0.098
C -5.28538 3.00975 19.12061 -0.069
H -7.26544 2.44872 18.51635 0.085
H -6.70845 7.23913 16.20570 0.097
C -12.49712 0.13085 23.04133 0.024
H -4.91576 -3.86243 19.86279 0.105
H -2.75740 8.18883 17.63490 0.099
H -10.84051 5.21897 17.21502 0.092
H -7.60956 -2.17724 23.59254 0.112
H -12.75605 0.54766 23.99161 0.090
H -9.84024 -2.32892 20.28788 0.055
C -7.02782 7.85770 22.79356 -0.062
O -9.07005 3.54182 22.54095 -0.013
C -15.50377 3.45021 20.03411 -0.063
H -5.13440 3.76316 18.33770 0.104
H -5.28231 8.96176 22.23831 0.104
H -11.17630 0.10350 19.26802 0.064
O -11.32846 2.05545 17.30307 -0.034
H -8.78098 6.94716 23.64783 0.084
C -6.54698 1.27739 20.22377 -0.071
C -5.45363 1.12647 21.08306 -0.177
H -5.92558 4.52819 25.47134 0.105
N -5.40553 6.98458 19.26876 0.053
C -6.17158 -3.70658 22.95160 -0.058
C -8.07098 4.15143 25.52547 -0.141
C -10.75223 0.71784 17.20144 -0.169
H -9.57864 1.90311 27.45694 0.117
H -16.37877 4.50218 21.66877 0.102
H -5.38848 2.68951 26.95658 0.113
H -9.85320 -0.73881 18.45297 0.076
H -7.11100 1.41975 27.96629 0.100
C -6.34348 -2.40053 20.63046 -0.183
H -4.69053 -4.97312 22.02081 0.103
C -6.45591 2.22773 19.21589 -0.065
H -8.74199 3.76864 19.93237 0.044
N -6.01453 9.59874 24.08421 0.038
C -10.45297 -2.76910 22.27663 -0.270
H -10.87106 -3.65527 22.78822 0.134
C -8.00507 7.70988 23.74805 -0.115
C -11.24606 4.33957 17.69526 0.029
C -7.97119 8.50532 24.86418 -0.070
C -6.42704 2.91287 26.71911 -0.112
O -11.37440 -1.72745 22.13640 -0.032
H -7.40401 0.62243 20.33995 0.087
O -9.30085 3.00617 17.41301 0.101
H -10.62918 4.35723 21.43349 0.113
H -13.40888 -0.30505 22.60204 0.112
N -4.38091 1.87407 21.03501 0.055
C -8.77468 2.52200 26.97830 -0.145
H -12.67819 3.01835 22.65570 0.113
C -6.26183 6.97078 18.27487 -0.159
C -3.75770 7.79656 17.75796 -0.078
C -6.98122 9.50978 24.98432 -0.138
```

## Properties
- Kohn-Sham gap: 10.0 eV
- Calculated total energy: -65654.57326 eV
- HOMO level: -9.370 eV
- E_LUMO: 0.62 eV
- 2S+1: 1
- Energy above the lowest of the compared OMol25 structures with the same formula, charge and spin: 0.0000 eV
- SMILES string: CCOC(C)=O.CCOC(C)=O.CCOC(C)=O.c1ccncc1.c1ccncc1.c1ccncc1.c1ccncc1.c1ccncc1.c1ccncc1